# 1
Density functional theory data (wB97M-V/def2-TZVPD) for one molecule with the formula C14H21B2F2NO3Si in a non-equilibrium geometry.

## Properties
LUMO	-0.1	eV
HOMO energy	-9.50	eV
gap between HOMO and LUMO	9.38	eV
total charge	0
structure (SMILES)	CCOB(O)B(N=C=O)C(F)(F)CC[Si](C)(C)c1ccccc1

Cartesian coordinates (Å):
C1 -2.48 1.63 3.83
C2 -2.94 0.44 2.97
O1 -3.88 0.85 1.95
B1 -3.61 0.12 0.81
O2 -3.82 -1.25 0.75
B2 -2.98 0.89 -0.58
N1 -3.70 0.86 -1.86
C3 -3.12 0.23 -2.74
O3 -2.41 -0.10 -3.63
C4 -1.58 1.67 -0.42
F1 -1.19 2.26 -1.62
F2 -1.66 2.72 0.47
C5 -0.40 0.78 0.00
C6 -0.45 -0.65 -0.59
Si1 1.24 -1.50 -0.36
C7 1.33 -3.21 -1.15
C8 1.46 -1.67 1.52
C9 2.55 -0.31 -1.05
C10 2.30 0.27 -2.28
C11 3.20 1.17 -2.83
C12 4.34 1.44 -2.10
C13 4.60 0.88 -0.87
C14 3.70 -0.02 -0.33
H1 -1.47 1.98 3.60
H2 -2.48 1.31 4.88
H3 -3.19 2.45 3.70
H4 -2.06 0.00 2.46
H5 -3.35 -0.37 3.59
H6 -3.70 -1.53 -0.16
H7 0.50 1.33 -0.29
H8 -0.33 0.69 1.10
H9 -1.21 -1.25 -0.05
H10 -0.72 -0.69 -1.66
H11 2.38 -3.53 -1.23
H12 0.77 -3.94 -0.54
H13 0.92 -3.25 -2.17
H14 1.57 -0.68 2.00
H15 2.39 -2.21 1.78
H16 0.66 -2.26 1.98
H17 1.39 0.08 -2.86
H18 3.03 1.63 -3.80
H19 5.05 2.15 -2.53
H20 5.50 1.13 -0.31
H21 3.83 -0.50 0.64

# 2
Density functional theory data (wB97M-V/def2-TZVPD) for a 5-piece molecular cluster, C14H21Cl12NO5S2 overall.

## Properties
LUMO	0.0	eV
HOMO energy	-9.52	eV
gap between HOMO and LUMO	9.55	eV
total charge	0
structure (SMILES)	COCCCC[C@@H]1COS(=O)(=O)[C@H](O)[C@@H]1N=C=S.ClC(Cl)Cl.ClC(Cl)Cl.ClC(Cl)Cl.ClC(Cl)Cl

Cartesian coordinates (Å):
C1 3.14 -1.21 -0.09
O1 2.84 -0.14 -0.96
C2 2.59 1.08 -0.30
C3 1.19 1.14 0.32
C4 0.18 1.75 -0.65
C5 -1.30 1.64 -0.25
C6 -1.76 0.22 0.08
C7 -1.65 -0.68 -1.13
O2 -2.51 -0.26 -2.21
S1 -4.07 -0.08 -1.91
O3 -4.36 1.31 -2.00
O4 -4.78 -1.03 -2.71
C8 -4.15 -0.63 -0.18
O5 -5.48 -0.46 0.18
C9 -3.18 0.15 0.72
N1 -3.75 1.48 0.97
C10 -4.19 1.77 2.06
S2 -4.79 2.16 3.45
H1 4.22 -1.25 0.11
H2 2.85 -2.15 -0.57
H3 2.61 -1.15 0.86
H4 2.69 1.85 -1.06
H5 3.37 1.27 0.45
H6 0.91 0.14 0.64
H7 1.24 1.78 1.21
H8 0.40 2.81 -0.73
H9 0.34 1.34 -1.66
H10 -1.90 2.01 -1.08
H11 -1.49 2.33 0.57
H12 -1.08 -0.21 0.82
H13 -1.88 -1.73 -0.88
H14 -0.64 -0.67 -1.53
H15 -3.86 -1.68 -0.19
H16 -5.78 -1.22 0.68
H17 -3.12 -0.37 1.67
C11 7.24 -3.48 0.11
Cl1 6.78 -1.87 0.69
Cl2 7.14 -4.67 1.41
Cl3 6.24 -3.95 -1.26
H18 8.27 -3.43 -0.22
C12 -5.20 -4.65 1.49
Cl4 -6.15 -3.25 2.03
Cl5 -3.55 -4.19 1.08
Cl6 -5.21 -5.91 2.72
H19 -5.67 -5.05 0.60
C13 -1.98 5.42 2.20
Cl7 -2.17 7.16 1.98
Cl8 -0.58 4.84 1.30
Cl9 -1.87 5.02 3.91
H20 -2.86 4.94 1.80
C14 7.34 0.44 -2.96
Cl10 7.68 -0.89 -4.07
Cl11 5.77 0.23 -2.19
Cl12 8.62 0.60 -1.76
H21 7.31 1.36 -3.54

# 3
Density functional theory data (wB97M-V/def2-TZVPD) for a 4-piece molecular cluster, C14H21Cl2FO2 overall in a non-equilibrium geometry.

## Properties
LUMO	0.6	eV
HOMO energy	-9.58	eV
gap between HOMO and LUMO	10.16	eV
total charge	0
relative energy (zero: lowest compared OMol25 entry of this formula, charge and spin)	0.0000	eV
structure (SMILES)	Fc1ccccc1.CC(C)=O.CC(C)=O.ClCCCl

Cartesian coordinates (Å):
C1 1.64 2.03 0.73
C2 0.72 1.44 -0.24
O1 0.03 0.47 0.04
C3 0.62 2.08 -1.61
H1 2.62 2.00 0.28
H2 1.62 1.55 1.71
H3 1.52 3.08 0.90
H4 1.36 2.75 -1.99
H5 -0.27 2.71 -1.58
H6 0.52 1.36 -2.42
C4 -4.99 -0.60 3.15
C5 -3.96 0.43 2.82
O2 -4.08 1.60 3.02
C6 -2.70 -0.12 2.16
H7 -4.55 -1.46 3.66
H8 -5.48 -0.95 2.23
H9 -5.84 -0.19 3.67
H10 -2.98 -0.69 1.29
H11 -2.21 -0.73 2.92
H12 -2.06 0.68 1.80
Cl1 -1.65 0.15 -4.10
C7 -2.09 -0.34 -2.43
C8 -1.40 -1.61 -1.97
Cl2 -2.02 -3.08 -2.80
H13 -3.17 -0.51 -2.49
H14 -1.82 0.48 -1.77
H15 -1.66 -1.80 -0.94
H16 -0.31 -1.55 -2.02
F1 4.07 0.40 -2.68
C9 3.84 -0.22 -1.49
C10 2.84 -1.15 -1.44
C11 2.58 -1.79 -0.25
C12 3.26 -1.37 0.89
C13 4.29 -0.44 0.82
C14 4.56 0.18 -0.39
H17 2.23 -1.25 -2.33
H18 1.84 -2.56 -0.20
H19 3.01 -1.83 1.84
H20 4.74 -0.05 1.73
H21 5.34 0.91 -0.51

# 4
Density functional theory data (wB97M-V/def2-TZVPD) for C14H21F15Mn2N3O18S5 as an isolated structure in a non-equilibrium geometry.

## Properties
LUMO (spin up / spin down)	0.9 / 0.6	eV
HOMO energy (spin up / spin down)	-4.88 / -4.88	eV
spin multiplicity	11
gap between HOMO and LUMO (spin up / spin down)	5.77 / 5.52	eV
total charge	-1
expectation value of S²	30.0062

Cartesian coordinates (Å):
Mn1 -1.52 -1.50 2.64
Mn2 -2.80 -1.96 -2.07
C1 -5.30 -0.05 -5.18
F1 -5.52 -1.34 -5.23
F2 -5.37 0.48 -6.39
F3 -6.18 0.43 -4.43
S1 -3.48 0.09 -4.59
O1 -3.22 1.48 -4.33
O2 -3.19 -0.71 -3.48
O3 -2.67 -0.42 -5.71
C2 1.54 -0.66 -0.76
F4 2.30 0.16 0.00
F5 1.77 -0.50 -2.05
F6 1.66 -1.85 -0.33
S2 -0.40 -0.25 -0.40
O4 -1.05 -0.84 -1.53
O5 -0.68 -0.94 0.88
O6 -0.54 1.23 -0.36
C3 3.05 -0.97 -5.23
F7 3.66 -1.26 -6.45
F8 2.37 -2.15 -5.07
F9 3.90 -0.61 -4.31
S3 1.68 0.40 -5.53
O7 2.18 1.27 -6.61
O8 0.44 -0.33 -5.87
O9 1.52 1.16 -4.28
C4 -4.67 1.39 0.96
F10 -3.63 2.23 0.57
F11 -5.02 1.54 2.25
F12 -5.67 1.65 0.06
S4 -4.16 -0.54 0.68
O10 -3.59 -0.63 -0.69
O11 -3.22 -0.85 1.73
O12 -5.33 -1.36 0.77
C5 -3.77 -5.42 0.63
F13 -3.81 -5.75 1.89
F14 -3.65 -6.52 -0.14
F15 -4.85 -4.85 0.36
S5 -2.21 -4.18 0.44
O13 -1.16 -5.10 0.14
O14 -2.55 -3.27 -0.67
O15 -1.94 -3.46 1.68
C6 3.36 5.39 1.74
O16 2.91 6.54 1.68
N1 3.24 4.42 0.79
C7 4.22 3.35 0.82
C8 2.39 4.46 -0.33
H1 3.91 5.01 2.62
H2 3.69 2.40 0.86
H3 5.02 3.45 1.56
H4 4.82 3.47 -0.08
H5 1.71 3.61 -0.38
H6 1.73 5.33 -0.30
H7 2.88 4.37 -1.29
C9 0.34 1.23 3.63
O17 -0.64 0.48 3.18
N2 0.38 2.53 3.33
C10 1.31 3.44 3.92
C11 -0.51 3.23 2.34
H8 0.99 1.00 4.49
H9 2.16 2.85 4.25
H10 0.65 3.69 4.75
H11 1.53 4.32 3.32
H12 -1.47 3.41 2.82
H13 -0.11 4.20 2.02
H14 -0.66 2.57 1.48
C12 1.11 -3.11 2.26
O18 0.46 -2.23 2.84
N3 2.37 -3.35 2.43
C13 3.07 -4.25 1.64
C14 3.26 -2.54 3.23
H15 0.73 -3.80 1.50
H16 3.38 -5.09 2.25
H17 2.35 -4.75 1.00
H18 3.99 -3.87 1.19
H19 2.77 -1.61 3.53
H20 3.51 -3.05 4.15
H21 4.23 -2.30 2.79

# 5
Density functional theory data (wB97M-V/def2-TZVPD) for C14H21F5O11SV as an isolated structure in a non-equilibrium geometry.

## Properties
LUMO (spin up / spin down)	4.5 / 4.5	eV
HOMO energy (spin up / spin down)	-1.40 / -1.44	eV
spin multiplicity	2
gap between HOMO and LUMO (spin up / spin down)	5.85 / 5.90	eV
total charge	-2
relative energy (zero: lowest compared OMol25 entry of this formula, charge and spin)	0.0000	eV
expectation value of S²	0.7721

Cartesian coordinates (Å):
O1 -0.69 -0.02 -0.14
V1 -0.69 1.40 -0.86
F1 -2.29 0.87 -2.18
F2 -0.43 3.02 -2.31
C1 -2.34 3.30 1.29
O2 -2.21 2.61 0.10
H1 -3.21 2.94 1.89
H2 -1.47 3.08 1.92
H3 -2.58 4.37 1.13
C2 3.01 2.47 2.31
F3 3.14 3.57 1.59
F4 4.20 2.10 2.76
F5 2.19 2.66 3.34
S1 2.26 1.15 1.16
O3 1.74 0.17 2.09
O4 1.19 1.79 0.37
O5 3.37 0.69 0.30
O6 -4.59 -4.20 -0.06
C3 -3.80 -3.82 -0.89
O7 -4.12 -3.76 -2.19
C4 -3.02 -3.22 -2.98
C5 -1.88 -3.42 -2.01
C6 -2.44 -3.19 -0.63
H4 -3.23 -2.17 -3.19
H5 -2.93 -3.78 -3.90
H6 -0.91 -2.98 -2.29
H7 -1.55 -4.47 -2.04
H8 -2.49 -2.12 -0.41
H9 -1.82 -3.70 0.09
O8 -1.85 -0.88 2.20
C7 -1.12 -0.76 3.13
O9 -0.39 -1.85 3.54
C8 0.35 -1.55 4.70
C9 -0.26 -0.26 5.24
C10 -0.89 0.43 4.02
H10 1.39 -1.32 4.44
H11 0.27 -2.33 5.46
H12 0.54 0.38 5.62
H13 -1.04 -0.45 5.98
H14 -0.10 1.02 3.54
H15 -1.82 0.94 4.23
O10 0.61 0.48 -2.40
C11 1.57 0.60 -3.11
O11 1.68 -0.13 -4.22
C12 2.94 0.14 -4.85
C13 3.39 1.51 -4.33
C14 2.74 1.51 -2.92
H16 2.61 0.33 -5.87
H17 3.67 -0.66 -4.79
H18 3.03 2.32 -4.96
H19 4.47 1.67 -4.22
H20 2.40 2.46 -2.51
H21 3.44 1.06 -2.21

# 6
Density functional theory data (wB97M-V/def2-TZVPD) for C14H21FN2O7P2Tc as an isolated structure in a non-equilibrium geometry.

## Properties
LUMO (spin up / spin down)	-9.1 / -9.2	eV
HOMO energy (spin up / spin down)	-15.30 / -15.34	eV
spin multiplicity	4
gap between HOMO and LUMO (spin up / spin down)	6.15 / 6.19	eV
total charge	+2
expectation value of S²	3.7719

Cartesian coordinates (Å):
Tc1 1.19 0.31 0.17
C1 -2.59 0.43 0.66
C2 -1.56 -0.73 0.25
O1 -1.31 -3.03 -0.52
P1 -0.36 1.03 -1.73
O2 -0.94 0.72 -3.22
O3 -1.44 2.22 -1.26
O4 1.10 1.40 -2.05
P2 -0.58 -1.41 1.72
O5 -1.23 -0.74 3.04
O6 -0.64 -2.91 2.01
O7 0.91 -0.84 1.76
H1 -3.09 0.82 -0.24
H2 -2.09 1.23 1.15
H3 -3.33 0.03 1.38
H4 -1.11 -3.68 0.22
H5 -1.86 0.83 -3.42
H6 -1.30 3.14 -1.63
H7 -1.27 -1.44 3.71
F1 -5.66 -3.99 -1.57
C3 -4.73 -3.11 -1.19
C4 -4.52 -3.07 0.22
C5 -3.45 -2.42 0.72
C6 -2.40 -1.94 -0.26
C7 -0.47 -0.41 -0.82
C8 -3.02 -1.63 -1.60
C9 -4.11 -2.34 -2.12
H8 -5.27 -3.59 0.83
H9 -3.29 -2.33 1.81
H10 -0.36 -1.25 -1.43
H11 0.16 1.29 0.67
H12 -2.60 -0.84 -2.22
H13 -4.38 -2.31 -3.14
C10 5.27 3.82 -1.02
C11 4.64 2.69 -0.25
C12 5.04 1.97 0.85
C13 3.94 1.22 1.35
N1 3.07 1.14 0.31
N2 3.37 2.19 -0.53
C14 3.80 0.41 2.61
H14 6.32 3.56 -1.29
H15 5.29 4.71 -0.38
H16 4.65 4.01 -1.91
H17 6.07 1.97 1.17
H18 2.83 2.22 -1.43
H19 4.77 0.42 3.15
H20 3.59 -0.60 2.27
H21 2.96 0.81 3.19

# 7
Density functional theory data (wB97M-V/def2-TZVPD) for C14H21MgNP as an isolated structure in a non-equilibrium geometry.

## Properties
LUMO (spin up / spin down)	2.6 / 2.5	eV
HOMO energy (spin up / spin down)	-1.03 / -0.20	eV
gap between HOMO and LUMO (spin up / spin down)	3.60 / 2.73	eV
total charge	-1
relative energy (zero: lowest compared OMol25 entry of this formula, charge and spin)	0.0000	eV

Cartesian coordinates (Å):
C1 0.91 -1.60 -0.60
C2 0.26 -1.95 -1.80
C3 -0.54 -1.06 -2.53
C4 -0.65 0.28 -2.10
C5 0.13 0.83 -1.07
Mg1 -1.14 -0.95 -0.52
P1 1.40 0.02 -0.04
H1 1.27 -2.40 0.05
H2 0.36 -2.96 -2.18
H3 -1.06 -1.38 -3.43
H4 -0.01 1.91 -0.91
H5 -1.38 0.92 -2.59
H6 2.32 1.07 -0.43
H7 2.54 -0.60 0.65
H8 0.69 0.26 1.17
C6 0.05 2.26 3.21
N1 -1.14 2.89 2.58
C7 -0.84 4.26 2.09
C8 -1.75 2.01 1.49
C9 -2.19 0.70 2.05
C10 -2.99 0.72 3.22
C11 -3.25 -0.47 3.89
C12 -2.78 -1.68 3.38
C13 -2.08 -1.70 2.15
C14 -1.81 -0.51 1.49
H9 0.82 2.10 2.45
H10 -0.23 1.31 3.67
H11 0.42 2.95 3.98
H12 -1.86 2.97 3.32
H13 -0.06 4.20 1.32
H14 -1.76 4.68 1.66
H15 -0.50 4.86 2.93
H16 -2.57 2.60 1.05
H17 -0.98 1.90 0.72
H18 -3.38 1.68 3.59
H19 -3.82 -0.44 4.83
H20 -2.96 -2.61 3.92
H21 -1.74 -2.65 1.73

# 8
Density functional theory data (wB97M-V/def2-TZVPD) for C14H21N2O2PbSbSe4 as an isolated structure in a non-equilibrium geometry.

## Properties
LUMO	2.5	eV
HOMO energy	-1.63	eV
gap between HOMO and LUMO	4.16	eV
total charge	-2
relative energy (zero: lowest compared OMol25 entry of this formula, charge and spin)	2.5901	eV

Cartesian coordinates (Å):
Pb1 1.03 -0.52 0.11
C1 -2.62 1.12 1.27
C2 -1.67 0.93 2.21
C3 -1.48 -0.54 2.31
C4 -2.37 -1.17 1.40
C5 -3.07 -0.20 0.78
C6 -4.13 -0.44 -0.22
C7 -2.52 -2.62 1.12
C8 -0.63 -1.18 3.32
C9 -0.93 1.91 3.02
C10 -3.18 2.42 0.82
H1 -4.63 0.48 -0.52
H2 -4.87 -1.14 0.16
H3 -3.70 -0.93 -1.13
H4 -3.32 -3.07 1.71
H5 -1.60 -3.15 1.34
H6 -2.74 -2.79 0.07
H7 -1.11 -1.11 4.30
H8 0.34 -0.69 3.42
H9 -0.47 -2.23 3.10
H10 -0.69 1.53 4.01
H11 -1.47 2.85 3.12
H12 0.06 2.14 2.55
H13 -4.24 2.52 1.08
H14 -3.11 2.54 -0.27
H15 -2.64 3.25 1.27
N1 -0.33 1.38 -1.12
C11 -1.32 1.09 -2.13
C12 -0.91 -0.15 -2.91
C13 -1.29 -1.40 -2.11
O1 -2.38 -1.92 -2.30
O2 -0.46 -1.81 -1.25
H16 -0.67 2.00 -0.39
H17 0.50 1.81 -1.53
H18 -1.47 1.95 -2.82
H19 -2.26 0.91 -1.63
H20 0.16 -0.12 -3.09
H21 -1.43 -0.18 -3.88
Se1 2.35 0.76 4.89
Sb1 3.40 0.45 2.74
Se2 2.23 1.88 1.00
Se3 2.79 -1.86 1.83
Se4 5.78 0.75 2.67
N2 2.95 -0.44 -2.78
C14 2.37 -0.47 -1.79

The highest total charge belongs to which entry?
C14H21FN2O7P2Tc